# 1
Formula: C53H65N6O3S6SiW
Source: OMol25
Level of theory: wB97M-V/def2-TZVPD

Computed properties:
2S+1: 4
Energy relative to the best compared isomer or geometry (same formula, charge and spin) in kJ/mol: 0.0
Net charge: +2
Highest occupied orbital energy (alpha / beta) in Eh: -0.4179 / -0.4723
Orbital gap (alpha / beta) in eV: 6.93 / 7.50
Molecular weight in g mol⁻¹: 1238.47
⟨S²⟩: 3.7751

```
135
C53H65N6O3S6SiW, DFT wB97M-V/def2-TZVPD
W 0.0655 1.3070 0.4645
C -1.7540 0.3425 3.5421
C -2.3631 1.5462 2.8471
C -3.8791 1.4484 2.9217
C -1.8639 2.8538 3.4345
O -1.9226 1.5288 1.4164
Si -2.9063 1.9037 0.0722
S -1.3985 1.9363 -1.3849
O -3.9224 0.6464 -0.0169
C -5.1585 0.3700 -0.7268
C -5.7589 1.6388 -1.3091
C -6.1011 -0.2533 0.2899
C -4.8247 -0.6122 -1.8354
O -3.7416 3.2586 0.3126
C -3.6635 4.6682 -0.0215
C -2.2462 5.1770 0.1735
C -4.0998 4.8421 -1.4682
C -4.6278 5.3581 0.9292
H -2.2137 0.2425 4.5262
H -0.6843 0.4555 3.6860
H -1.9510 -0.5692 2.9791
H -4.1660 1.5264 3.9709
H -4.2325 0.4930 2.5366
H -4.3701 2.2572 2.3821
H -2.0151 2.8558 4.5147
H -2.4039 3.6999 3.0092
H -0.7966 2.9707 3.2333
H -6.0024 2.3560 -0.5266
H -6.6720 1.3897 -1.8506
H -5.0687 2.1084 -2.0138
H -6.3287 0.4548 1.0874
H -5.6470 -1.1440 0.7259
H -7.0358 -0.5479 -0.1877
H -4.1171 -0.1588 -2.5304
H -5.7255 -0.8831 -2.3876
H -4.3810 -1.5221 -1.4274
H -1.5660 4.6881 -0.5240
H -1.9037 4.9951 1.1932
H -2.2122 6.2518 -0.0107
H -3.4493 4.2715 -2.1344
H -4.0402 5.8934 -1.7517
H -5.1283 4.5090 -1.6050
H -4.2917 5.2533 1.9622
H -5.6223 4.9202 0.8417
H -4.6963 6.4208 0.6956
N 1.7336 0.8493 -0.6674
S 2.2114 -0.1343 -1.6469
N 2.2483 -1.7404 -1.4137
S 2.1960 -2.6442 -0.1664
N 0.8249 -3.1621 0.3366
S -0.4799 -2.1837 0.1864
N -0.3133 -0.7660 0.4755
C -1.6221 -3.0346 1.2376
C -2.8427 -2.3901 1.4095
C -3.7972 -2.9920 2.2128
C -3.5314 -4.2129 2.8214
C -2.3104 -4.8431 2.6309
C -1.3408 -4.2566 1.8294
C -1.0457 -2.6017 -1.4507
C -1.5473 -1.5891 -2.2433
C -2.0162 -1.9095 -3.5126
C -1.9854 -3.2193 -3.9571
C -1.4805 -4.2299 -3.1409
C -1.0060 -3.9272 -1.8783
C 3.0659 -4.1085 -0.6394
C 3.1824 -4.4183 -1.9860
C 3.8071 -5.6047 -2.3384
C 4.2962 -6.4538 -1.3554
C 4.1656 -6.1270 -0.0118
C 3.5443 -4.9460 0.3593
C 3.1046 -2.0190 1.2107
C 4.3392 -1.4213 0.9817
C 5.0961 -1.0354 2.0731
C 4.6313 -1.2729 3.3635
C 3.4052 -1.8850 3.5710
C 2.6245 -2.2615 2.4878
C 3.8965 0.2362 -2.0849
C 4.7220 -0.7368 -2.6324
C 6.0125 -0.3895 -2.9992
C 6.4583 0.9161 -2.8326
C 5.6132 1.8843 -2.3085
C 4.3194 1.5494 -1.9357
C 1.4015 -0.0934 -3.2300
C 1.2569 -1.2051 -4.0462
C 0.6906 -1.0409 -5.3002
C 0.2675 0.2138 -5.7170
C 0.4028 1.3151 -4.8819
C 0.9797 1.1684 -3.6312
H -3.0383 -1.4327 0.9344
H -4.7513 -2.5069 2.3700
H -4.2822 -4.6757 3.4478
H -2.1094 -5.7939 3.1052
H -0.3864 -4.7378 1.6700
H -1.5777 -0.5699 -1.8786
H -2.4064 -1.1256 -4.1486
H -2.3599 -3.4653 -4.9423
H -1.4657 -5.2536 -3.4902
H -0.6141 -4.7043 -1.2348
H 2.7937 -3.7496 -2.7400
H 3.9112 -5.8645 -3.3830
H 4.7848 -7.3765 -1.6379
H 4.5515 -6.7907 0.7495
H 3.4453 -4.6823 1.4039
H 4.7099 -1.2741 -0.0249
H 6.0606 -0.5700 1.9186
H 5.2386 -0.9859 4.2120
H 3.0480 -2.0655 4.5755
H 1.6607 -2.7307 2.6292
H 4.3670 -1.7508 -2.7599
H 6.6703 -1.1375 -3.4205
H 7.4652 1.1815 -3.1254
H 5.9560 2.9053 -2.2055
H 3.6304 2.2954 -1.5592
H 1.5613 -2.1831 -3.7049
H 0.5702 -1.8993 -5.9473
H -0.1741 0.3343 -6.6974
H 0.0611 2.2893 -5.2038
H 1.0858 2.0170 -2.9677
S 1.2030 4.6507 0.7251
C 0.6600 3.2102 0.6351
C 2.5122 3.0117 4.7114
N 3.1359 2.8739 3.4065
C 4.2664 3.7015 2.9720
C 4.4834 3.2583 1.5091
N 3.5189 2.1736 1.3744
C 2.7577 2.0352 2.4549
S 1.4932 0.8870 2.5985
H 3.1530 3.6344 5.3308
H 2.3973 2.0387 5.1840
H 1.5329 3.4844 4.6259
H 5.1360 3.5150 3.6029
H 4.0049 4.7568 3.0485
H 5.4976 2.9028 1.3313
H 4.2663 4.0650 0.8070
H 3.2853 1.6799 0.5239
```


# 2
Formula: C53H69InN2O2P2Si
Source: OMol25
Level of theory: wB97M-V/def2-TZVPD

Computed properties:
Energy relative to the best compared isomer or geometry (same formula, charge and spin) in kJ/mol: 137.4
Net charge: 0
Highest occupied orbital energy in Eh: -0.2775
Orbital gap in eV: 8.06
Molecular weight in g mol⁻¹: 971.00

```
130
C53H69InN2O2P2Si, DFT wB97M-V/def2-TZVPD
In 0.0580 -1.4255 -0.4456
C -2.4684 0.9755 -1.1714
Si -1.3079 0.6994 0.3312
C -2.3887 0.1107 1.7810
C -3.7789 0.1498 1.6629
C -4.5974 -0.3160 2.6794
C -4.0330 -0.7976 3.8500
C -2.6562 -0.8114 3.9976
C -1.8215 -0.3839 2.9662
P 0.0148 -0.4174 3.0421
C 0.2872 -2.2823 2.9462
C -0.2285 -3.3182 3.9587
C 0.7628 -3.7556 5.0428
C 2.1330 -4.0802 4.4533
C 2.6534 -2.8696 3.6851
C 1.7294 -2.5916 2.5056
C 0.3842 0.3734 4.7059
C 0.1825 -0.4227 6.0139
C -0.5508 0.3920 7.0825
C 0.0795 1.7736 7.2524
C 0.1180 2.5561 5.9175
C -0.3706 1.7093 4.7419
C -0.9920 2.5785 0.5803
C -1.9648 3.2037 1.3673
C -2.2425 4.5545 1.2499
C -1.5489 5.3174 0.3253
C -0.5244 4.7391 -0.4033
C -0.2131 3.3855 -0.2719
P 1.3103 2.6627 -0.9923
C 2.5327 3.1829 0.3576
C 2.4399 2.0868 1.4508
C 2.7646 2.6300 2.8462
C 3.9489 3.5905 2.7744
C 3.5980 4.8286 1.9255
C 2.4035 4.5650 0.9969
C 1.5593 3.7724 -2.5127
C 2.7131 4.7807 -2.5665
C 4.1127 4.1356 -2.5743
C 4.0424 2.6676 -2.9928
C 3.0798 2.5170 -4.1702
C 1.6306 2.8663 -3.7662
H -3.1538 0.1456 -1.3368
H -1.8620 1.0851 -2.0728
H -3.0548 1.8871 -1.0422
H -4.2315 0.5459 0.7599
H -5.6742 -0.3060 2.5613
H -4.6645 -1.1732 4.6454
H -2.2419 -1.1654 4.9320
H -0.3561 -2.4300 2.0640
H -0.4733 -4.2080 3.3692
H -1.1682 -2.9868 4.3989
H 0.3512 -4.6331 5.5478
H 0.8960 -2.9847 5.8021
H 2.0454 -4.9297 3.7677
H 2.8297 -4.3670 5.2445
H 3.6673 -3.0468 3.3199
H 2.6838 -1.9964 4.3479
H 1.7215 -3.4836 1.8680
H 2.1243 -1.7654 1.9007
H 1.4450 0.6335 4.6085
H 1.1586 -0.7182 6.4077
H -0.3761 -1.3360 5.8253
H -0.5178 -0.1472 8.0320
H -1.6048 0.4982 6.8128
H 1.0944 1.6427 7.6370
H -0.4764 2.3366 8.0038
H 1.1408 2.8818 5.7110
H -0.4938 3.4575 5.9886
H -0.2138 2.2500 3.8022
H -1.4431 1.5303 4.8237
H -2.5354 2.6046 2.0693
H -3.0224 5.0041 1.8519
H -1.7892 6.3641 0.1867
H 0.0402 5.3635 -1.0853
H 3.5201 3.1294 -0.1118
H 3.1383 1.2784 1.2157
H 1.4402 1.6444 1.4629
H 2.9945 1.7982 3.5166
H 1.8964 3.1460 3.2657
H 4.7979 3.0619 2.3309
H 4.2488 3.8930 3.7791
H 4.4649 5.1236 1.3282
H 3.3554 5.6748 2.5724
H 2.3652 5.3504 0.2430
H 1.4793 4.6212 1.5691
H 0.6264 4.3354 -2.5820
H 2.6358 5.5049 -1.7567
H 2.5831 5.3423 -3.4973
H 4.5900 4.2219 -1.5965
H 4.7474 4.6720 -3.2835
H 3.6984 2.0665 -2.1462
H 5.0358 2.3043 -3.2622
H 3.1255 1.5055 -4.5789
H 3.4116 3.1923 -4.9634
H 1.0531 1.9563 -3.5802
H 1.1444 3.3703 -4.6050
N 2.2566 -0.7212 -1.6085
C 3.2351 -1.2916 -0.7672
C 4.0563 -0.4780 0.0064
C 5.0091 -1.0328 0.8450
C 5.1504 -2.4097 0.9173
C 4.3084 -3.2218 0.1729
C 3.3341 -2.6804 -0.6588
C 2.3720 -3.5602 -1.3600
C 2.8477 -4.6243 -2.1269
C 1.9716 -5.5245 -2.7083
C 0.6122 -5.3912 -2.4808
C 0.1369 -4.3255 -1.7265
C 0.9936 -3.3731 -1.1852
H 2.4106 0.2563 -1.8039
H 2.0791 -1.2631 -2.4470
H 3.9286 0.5977 -0.0379
H 5.6480 -0.3902 1.4371
H 5.8988 -2.8485 1.5642
H 4.3857 -4.2992 0.2545
H 3.9157 -4.7364 -2.2774
H 2.3459 -6.3265 -3.3319
H -0.0887 -6.0992 -2.9060
H -0.9276 -4.2465 -1.5672
O -1.5047 -1.7372 -2.2889
C -2.3097 -2.2955 -1.5224
C -3.6596 -2.8634 -1.9193
C -4.3051 -3.1444 -0.5629
C -3.1353 -3.0313 0.4231
O -3.1606 -3.3632 1.5863
N -2.0548 -2.4738 -0.2226
H -3.4871 -3.7827 -2.4839
H -4.2019 -2.1764 -2.5671
H -4.7837 -4.1180 -0.4801
H -5.0423 -2.3865 -0.2913
```